Density functional theory data (ωB97M-V with the def2-TZVPD basis set) for a structure of composition C32H39BrN8O6PTc.

E_tot   -5128.2618 Eh
Spin multiplicity   4
Relative energy (zero: lowest compared OMol25 entry of this formula, charge and spin)   37.61 kJ/mol
Molecular weight   840.592 g/mol
Net charge   +1
⟨S²⟩   3.85
HOMO level (alpha / beta)   -9.142 / -10.303 eV
HOMO-LUMO gap (alpha / beta)   6.2 / 6.9 eV

Geometry (Å):
Tc -1.37 -0.70 0.71
C -0.89 -3.99 4.17
O -2.21 -3.73 3.63
C -2.28 -2.82 2.68
O -1.28 -2.23 2.25
N -3.54 -2.63 2.26
N -3.82 -1.66 1.31
H -1.05 -4.72 4.95
H -0.46 -3.08 4.56
H -0.25 -4.40 3.39
H -4.27 -3.22 2.65
H -4.49 -0.99 1.67
H -4.15 -2.08 0.44
Br 3.39 1.71 -6.05
C 3.40 -0.04 -5.35
C 2.23 -0.78 -5.34
C 2.22 -2.05 -4.81
C 3.40 -2.60 -4.27
C 4.58 -1.86 -4.34
C 4.59 -0.58 -4.87
N 3.46 -3.83 -3.63
N 2.32 -4.44 -3.44
C 1.40 -4.03 -2.55
C 0.11 -4.57 -2.66
C -0.97 -4.01 -1.98
C -0.79 -2.92 -1.16
O -1.77 -2.25 -0.57
C 0.53 -2.46 -0.90
N 0.63 -1.48 0.04
C 1.83 -1.08 0.40
C 3.00 -1.62 -0.14
C 2.91 -2.58 -1.11
C 1.64 -3.02 -1.53
H 1.32 -0.35 -5.75
H 1.31 -2.64 -4.81
H 5.49 -2.30 -3.95
H 5.50 -0.01 -4.90
H -0.03 -5.39 -3.35
H -1.97 -4.41 -2.11
H 1.87 -0.32 1.17
H 3.96 -1.27 0.21
H 3.81 -3.02 -1.53
C -0.45 0.81 4.31
C -1.70 1.57 3.98
C -2.24 2.47 4.89
C -3.40 3.18 4.59
C -4.03 2.99 3.37
C -3.52 2.10 2.43
C -4.24 1.92 1.12
C -2.35 1.40 2.75
N -1.80 0.51 1.83
H -0.34 0.71 5.39
H 0.43 1.33 3.93
H -0.45 -0.19 3.86
H -1.75 2.61 5.85
H -3.81 3.87 5.31
H -4.93 3.54 3.14
H -5.29 1.70 1.29
H -3.81 1.13 0.51
H -4.20 2.84 0.53
C 3.39 2.16 2.98
O 2.99 2.54 1.66
P 1.43 2.32 1.25
O 1.54 2.95 -0.25
C 2.30 2.26 -1.24
O 0.65 3.52 1.96
C 1.08 4.89 1.86
H 4.33 2.67 3.19
H 3.54 1.08 3.04
H 2.66 2.47 3.72
H 2.31 2.90 -2.13
H 1.82 1.31 -1.49
H 3.32 2.09 -0.91
H 0.78 5.39 2.78
H 0.60 5.36 1.01
H 2.16 4.95 1.74
C -1.32 1.32 -4.48
N -1.37 1.33 -3.03
C -1.38 2.44 -2.22
C -1.39 1.99 -0.94
N -1.40 0.61 -0.96
C -1.39 0.25 -2.23
H -1.95 2.11 -4.87
H -1.68 0.36 -4.85
H -0.29 1.48 -4.82
H -1.37 3.44 -2.63
H -1.39 2.54 -0.02
H -1.41 -0.77 -2.59